Below is 2 unconnected molecules or ions with the total composition C3H7N2O2 in a non-equilibrium geometry, with properties calculated with the ωB97M-V functional and the def2-TZVPD basis.

Last column: natural (NBO) charge in e.
Atoms and positions in Å:
C -1.208 -0.357 -2.195  0.89
C -0.605 0.297 0.504  0.28
C 0.260 -0.487 1.386  -0.29
N -0.974 -1.120 -1.298  -0.76
N 0.205 1.296 -0.198  -0.81
O -1.223 0.531 -2.923  -0.46
O 1.635 -0.251 1.220  -0.75
H -0.011 -1.547 1.339  0.25
H -0.105 -0.163 2.384  0.27
H -1.354 -1.999 -1.012  0.46
H 0.385 2.051 0.482  0.48
H -0.289 1.688 -1.010  0.46
H 1.134 0.908 -0.450  0.45
H 2.150 -0.848 1.770  0.51

Atomic forces in eV per Å
0.214 -0.140 -0.049
-1.173 -0.283 0.627
0.109 -0.073 0.120
0.612 -0.400 0.911
0.769 -0.177 -0.425
-0.323 0.774 -0.782
0.022 0.042 -0.190
-0.098 0.072 -0.067
0.017 0.091 -0.079
-0.312 -0.204 -0.149
-0.062 -0.008 -0.140
0.122 0.015 0.246
-0.037 0.317 -0.029
0.140 -0.027 0.008

Summary:
- F_max (Eh/bohr) = 0.02644
- energy above the lowest of the compared OMol25 structures with the same formula, charge and spin (eV) = 3.673
- DFT total energy (Ha) = -378.1188
- LUMO energy (eV) = -4.96
- highest occupied orbital energy (eV) = -14.033
- net charge = +1
- gap between HOMO and LUMO (eV) = 9.1

=====

Below is a gas-phase ion, C3H7N2O2 (charge +1) in a non-equilibrium geometry, with properties calculated with the ωB97M-V functional and the def2-TZVPD basis.

Last column: natural (NBO) charge in e.
Atoms and positions in Å:
C -0.895 -0.895 0.249  0.05
C 1.367 -0.603 -0.302  0.55
C 0.118 1.342 0.317  -0.46
N -2.096 -0.490 -0.063  0.03
N 0.233 -0.082 0.058  -0.31
O -2.440 0.584 -0.550  -0.42
O 2.422 0.142 -0.460  -0.59
H -0.748 -1.898 0.611  0.23
H 1.413 -1.680 -0.449  0.21
H -0.647 1.786 -0.322  0.28
H 1.077 1.820 0.138  0.25
H -0.183 1.490 1.355  0.24
H -2.848 -1.183 0.136  0.39
H 3.226 -0.333 -0.719  0.54

Atomic forces in eV per Å
-0.275 -0.752 0.065
-0.108 -0.241 0.004
0.020 1.408 0.179
0.223 -0.902 0.347
0.561 0.066 -0.475
-0.310 0.611 -0.367
-0.314 0.059 0.136
-0.148 -0.024 0.067
0.070 0.069 -0.078
0.197 -0.209 0.064
-0.127 -0.063 0.092
0.051 -0.098 -0.046
0.309 0.248 -0.002
-0.149 -0.173 0.015

Summary:
- F_max (Eh/bohr) = 0.02761
- energy above the lowest of the compared OMol25 structures with the same formula, charge and spin (eV) = 2.778
- DFT total energy (Ha) = -378.1517
- LUMO energy (alpha / beta) (eV) = -4.74 / -4.74
- highest occupied orbital energy (alpha / beta) (eV) = -13.593 / -13.592
- net charge = +1
- gap between HOMO and LUMO (alpha / beta) (eV) = 8.8 / 8.8

=====

Below is 2 unconnected molecules or ions with the total composition C3H7N2O2S in a non-equilibrium geometry, with properties calculated with the ωB97M-V functional and the def2-TZVPD basis.

Last column: natural (NBO) charge in e.
Atoms and positions in Å:
C 1.400 0.994 -0.255  0.70
C -0.681 1.061 1.252  -0.65
C 0.403 0.275 0.566  -0.26
N -1.191 -1.792 -1.000  -0.65
N -0.986 -0.476 -1.426  -0.50
O 1.371 2.197 -0.475  -0.66
O 2.394 0.229 -0.707  -0.72
S 0.751 -1.294 1.085  -0.33
H -1.013 1.882 0.531  0.23
H -1.449 0.389 1.407  0.20
H -0.429 1.555 2.210  0.19
H -0.361 -2.084 -0.432  0.34
H -2.041 -1.734 -0.262  0.32
H -0.370 -0.489 -2.151  0.29
H 2.203 -0.714 -0.345  0.49

Atomic forces in eV per Å
-0.616 0.345 0.467
1.120 2.456 -1.711
-0.086 0.111 -0.102
-2.338 1.524 1.149
-3.090 -0.338 3.394
0.072 -0.427 -0.064
0.333 -1.387 -0.125
0.413 -0.272 0.559
0.273 -1.023 1.005
-1.919 -1.199 0.468
0.286 -0.358 -0.357
-0.024 -0.314 0.086
2.645 -0.217 -2.053
2.759 -0.370 -2.371
0.174 1.468 -0.344

Summary:
- F_max (Eh/bohr) = 0.08950
- energy above the lowest of the compared OMol25 structures with the same formula, charge and spin (eV) = 2.893
- DFT total energy (Ha) = -776.6615
- LUMO energy (alpha / beta) (eV) = 3.56 / 3.53
- highest occupied orbital energy (alpha / beta) (eV) = -2.913 / -4.093
- net charge = -1
- gap between HOMO and LUMO (alpha / beta) (eV) = 6.5 / 7.6

=====

Below is a molecular structure, C3H7N2O2S in a non-equilibrium geometry, with properties calculated with the ωB97M-V functional and the def2-TZVPD basis.

Last column: natural (NBO) charge in e.
Atoms and positions in Å:
C 0.163 0.121 1.627  0.55
C 0.705 -1.153 -1.871  -0.74
C -1.190 -0.075 1.277  0.17
N 1.316 -0.091 1.191  -0.77
N -2.049 0.787 0.622  -0.77
O -0.421 0.501 2.687  -0.45
O 2.625 0.314 -0.992  -0.84
S 1.871 -1.011 -0.737  1.24
H 0.121 -2.127 -1.876  0.29
H 0.467 -0.357 -2.646  0.28
H -1.754 -0.892 1.751  0.24
H 2.140 0.246 1.589  0.40
H -2.987 0.429 0.523  0.43
H 3.568 0.216 -0.828  0.53
H -1.627 1.675 0.307  0.43

Atomic forces in eV per Å
0.217 -0.250 0.811
0.624 0.272 -0.168
-4.041 0.439 -0.089
-0.150 -0.443 -2.051
2.982 -0.957 0.635
0.356 0.826 0.616
0.296 1.530 -0.839
-2.522 -2.391 -0.932
1.002 1.350 0.196
0.250 -0.941 1.382
0.709 -0.214 -0.845
1.149 0.682 1.547
-0.043 0.951 -0.128
0.450 -0.029 -0.003
-1.279 -0.824 -0.131

Summary:
- F_max (Eh/bohr) = 0.07908
- energy above the lowest of the compared OMol25 structures with the same formula, charge and spin (eV) = 3.037
- DFT total energy (Ha) = -776.2951
- LUMO energy (eV) = -4.42
- highest occupied orbital energy (eV) = -13.900
- net charge = +1
- gap between HOMO and LUMO (eV) = 9.5